[1]
84
Properties=species:S:1:pos:R:3:forces:R:3:lowdin_spin:R:1 method="wB97M-V/def2-TZVPD" spin_multiplicity=2 e_above_lowest_kj_mol=0.0 homo_ev="-12.49 / -12.62" s2=1.188 homo_lumo_gap_ev="6.25 / 6.39" total_charge=+2
Mn 0.54427 0.04862 0.39223 -0.44 0.32 0.19 1.098
S 2.01077 1.78424 0.33163 -0.10 0.17 -0.11 0.056
C 1.10648 3.31341 0.13382 0.16 -0.03 0.07 -0.001
C 1.77894 4.50991 0.37022 0.02 0.08 0.01 0.006
C 1.10559 5.71960 0.25975 0.05 -0.04 -0.01 -0.002
C -0.23937 5.75651 -0.08998 0.01 -0.01 0.02 0.007
C -0.91379 4.57030 -0.33439 0.07 0.02 0.05 -0.002
C -0.23663 3.36063 -0.21866 -0.06 0.02 -0.10 0.000
As -1.02792 1.66797 -0.59962 0.04 -0.06 0.09 -0.012
C -0.84882 1.52458 -2.52223 0.07 -0.07 -0.02 0.007
C -0.26554 2.54439 -3.26607 -0.01 -0.04 -0.10 0.001
C -0.16628 2.42154 -4.64822 0.00 -0.01 0.03 0.000
C -0.65522 1.29084 -5.28824 0.00 -0.01 0.02 0.001
C -1.22903 0.26559 -4.54489 -0.02 0.06 0.01 0.000
C -1.31046 0.37620 -3.16372 -0.07 0.10 -0.10 0.002
C -2.92679 1.98491 -0.38273 0.00 -0.04 0.03 -0.007
C -3.43516 2.23023 0.89256 -0.14 0.02 -0.10 -0.001
C -4.78821 2.47773 1.07150 0.02 -0.01 -0.02 0.000
C -5.64391 2.47671 -0.02344 0.00 0.00 0.02 -0.001
C -5.14134 2.24067 -1.29333 0.04 0.00 -0.01 0.000
C -3.78420 1.99679 -1.47723 -0.11 0.05 0.06 -0.002
H 2.82551 4.48944 0.64800 -0.01 0.02 -0.01 0.000
H 1.63699 6.64324 0.45154 -0.01 -0.03 0.00 0.000
H -0.75745 6.70263 -0.17234 0.02 -0.01 0.00 0.000
H -1.96104 4.58801 -0.61081 -0.01 -0.03 -0.01 0.000
H 0.10447 3.43726 -2.77901 0.00 0.01 0.01 0.000
H 0.28293 3.21943 -5.22541 -0.01 -0.01 0.01 0.000
H -0.59540 1.21060 -6.36590 0.00 0.00 0.02 0.000
H -1.62236 -0.61258 -5.04226 0.01 0.01 0.00 0.000
H -1.76100 -0.42747 -2.59391 -0.03 -0.03 0.03 0.000
H -2.78381 2.25769 1.75410 0.06 0.02 0.06 0.000
H -5.17307 2.68044 2.06271 0.00 0.00 -0.02 0.000
H -6.69930 2.67241 0.11387 0.02 -0.01 0.00 0.000
H -5.80201 2.25672 -2.15051 0.01 0.00 0.01 0.000
H -3.40707 1.83757 -2.47678 0.03 -0.02 -0.05 0.000
C 1.83194 0.39006 3.76322 0.03 -0.03 -0.01 -0.014
P 0.41281 0.56914 2.65032 -0.20 0.17 -0.06 -0.026
C -0.08420 2.28250 2.99412 0.04 -0.05 0.14 0.004
C -0.87853 -0.46939 3.44136 -0.04 -0.01 -0.02 -0.002
C -1.97889 -0.77615 2.42814 -0.03 -0.01 0.00 0.001
P -1.23739 -1.43766 0.89046 -0.09 -0.14 0.03 0.000
C -2.67308 -1.61328 -0.21896 0.02 -0.05 0.00 0.003
C -0.97601 -3.19529 1.33306 0.01 0.01 0.07 -0.003
H 1.54497 0.77631 4.74243 0.02 -0.01 0.02 -0.002
H 2.67545 0.96396 3.38192 -0.01 0.00 -0.02 0.000
H 2.13255 -0.65110 3.86346 -0.01 0.00 -0.02 0.000
H -0.41249 2.37047 4.03091 0.02 0.00 0.00 0.001
H -0.87163 2.62274 2.33263 -0.10 0.04 -0.05 0.000
H 0.77533 2.93186 2.83177 0.01 0.00 0.02 0.001
H -1.26910 0.01554 4.33732 -0.02 0.00 0.00 -0.001
H -0.39568 -1.39453 3.76921 0.01 0.00 0.00 0.000
H -2.52861 0.12550 2.14948 0.01 0.00 0.03 0.000
H -2.70758 -1.49099 2.81634 -0.01 0.00 0.01 0.000
H -3.48923 -2.08245 0.33382 0.01 -0.02 -0.02 0.000
H -2.41890 -2.25549 -1.06410 0.02 0.02 0.00 0.000
H -3.02102 -0.65234 -0.59215 0.01 0.05 0.02 0.000
H -1.93664 -3.65455 1.57056 0.01 -0.01 0.01 -0.001
H -0.33053 -3.29122 2.20829 0.01 0.03 -0.04 0.000
H -0.53456 -3.73958 0.49871 -0.01 0.01 -0.01 0.000
N 3.31907 -1.00346 1.49425 0.49 0.02 0.61 -0.118
C 2.49688 -0.96110 0.68380 -0.20 -0.50 -1.13 -0.013
C 4.23934 -4.47341 2.06739 -0.04 0.09 -0.21 0.000
N 3.83979 -3.80868 0.78450 -0.01 -0.08 0.03 -0.002
C 4.52152 -4.43305 -0.39186 -0.09 0.05 0.19 0.000
C 2.33015 -3.79359 0.65000 0.20 -0.03 0.01 0.001
C 1.87506 -2.99784 -0.53740 -0.19 -0.31 -0.07 0.012
C 1.46405 -3.65298 -1.68377 -0.06 -0.04 -0.12 -0.006
C 1.11386 -2.94867 -2.83852 0.06 -0.06 0.15 0.016
C 1.22725 -1.57390 -2.85349 -0.06 0.11 -0.02 -0.004
C 1.63030 -0.88576 -1.70708 0.10 0.03 -0.41 0.016
C 1.89617 -1.59360 -0.54467 0.41 0.28 0.51 -0.014
H 5.32405 -4.49309 2.12281 0.00 -0.01 0.03 0.000
H 3.84236 -5.48536 2.06351 0.02 -0.03 0.03 0.000
H 3.82974 -3.90127 2.89507 0.00 0.00 0.02 0.000
H 4.14104 -2.82981 0.85255 -0.06 0.04 0.05 -0.002
H 4.23711 -5.48195 -0.42877 0.02 -0.03 -0.04 0.000
H 5.59489 -4.33934 -0.25380 0.01 -0.02 -0.01 0.000
H 4.21358 -3.92000 -1.29748 0.02 -0.01 -0.01 0.000
H 1.94663 -3.39941 1.58838 0.02 0.04 0.02 0.000
H 2.02456 -4.83376 0.55467 -0.01 -0.04 0.01 0.000
H 1.42197 -4.73706 -1.68820 0.01 0.03 -0.01 -0.001
H 0.79702 -3.48505 -3.72361 0.01 0.01 0.03 0.001
H 1.01431 -1.01078 -3.75328 0.05 -0.04 0.06 0.000
H 1.80953 0.18203 -1.75961 -0.07 0.06 0.09 0.003


[2]
91
Properties=species:S:1:pos:R:3:forces:R:3:lowdin_charge:R:1 method="wB97M-V/def2-TZVPD" spin_multiplicity=1 homo_ev=-13.43 homo_lumo_gap_ev=5.93 total_charge=+2
Au 0.98899 3.26426 0.34321 0.34 -0.02 -0.06 0.802
C 1.24470 1.30977 5.14313 0.01 0.00 0.00 -0.041
C 0.47367 0.76513 3.98474 0.02 0.00 0.04 -0.231
C -0.24480 -0.38556 4.03796 -0.03 0.00 0.04 0.100
C -0.98593 -0.85767 2.91643 -0.08 0.03 0.00 -0.170
N -0.96299 -0.19986 1.79413 -0.01 -0.06 -0.04 0.201
N -0.20087 0.91432 1.71749 0.05 0.11 -0.02 0.034
B -0.25853 1.38264 0.27689 -0.28 -0.14 -0.06 -0.621
N -1.63379 1.83184 -0.21714 0.00 -0.04 0.04 -0.018
N -2.25603 0.89460 -0.93906 0.00 0.00 0.00 0.214
C -3.45925 1.15966 -1.38223 -0.01 -0.01 -0.02 -0.159
C -4.08671 2.39056 -1.05757 -0.03 -0.01 -0.02 0.115
C -3.43682 3.35757 -0.34454 -0.01 0.03 0.00 -0.217
C -4.02513 4.69264 -0.02107 0.00 -0.01 0.00 -0.030
C -2.11069 3.04808 0.03683 0.03 0.00 0.05 -0.557
S -1.07791 4.21828 0.78285 -0.11 -0.04 -0.04 0.790
C -4.13167 0.07878 -2.21640 0.01 0.00 0.00 -0.540
C -3.10003 -0.56970 -3.14746 0.01 0.00 0.01 -0.038
C -4.68569 -0.97541 -1.24613 0.00 0.00 0.01 -0.021
C -5.27279 0.66026 -3.05441 -0.01 0.00 -0.01 -0.044
N 0.53020 0.66458 -0.78456 0.06 -0.10 -0.07 0.015
N 0.77756 -0.63485 -0.55766 -0.02 0.03 0.01 0.205
C 1.29170 -1.32766 -1.53871 0.03 0.02 -0.02 -0.179
C 1.57831 -0.71735 -2.79226 0.01 -0.08 0.01 0.113
C 1.36163 0.61106 -3.00990 0.03 0.05 -0.01 -0.214
C 1.71003 1.32740 -4.27277 0.00 0.00 -0.01 -0.023
C 0.82229 1.32659 -1.91596 0.04 -0.13 -0.02 -0.534
S 0.54821 3.02903 -1.97755 0.03 0.21 0.05 0.857
C 1.56611 -2.80304 -1.31682 -0.01 0.01 0.01 -0.541
C 1.18914 -3.22192 0.10233 -0.01 0.02 0.00 -0.055
C 0.72327 -3.59970 -2.32668 -0.01 0.00 -0.01 -0.023
C 3.05932 -3.07382 -1.55651 -0.01 0.00 -0.03 -0.021
C 0.47117 1.46022 2.73778 0.08 0.03 -0.02 -0.547
S 1.31435 2.95396 2.64160 -0.02 0.04 0.07 0.814
C -1.82696 -2.11684 3.02746 -0.01 0.00 -0.01 -0.529
C -2.55275 -2.43920 1.71434 -0.01 0.04 0.01 -0.043
C -2.86036 -1.89352 4.14518 0.00 -0.06 0.01 -0.028
C -0.90096 -3.28362 3.40979 0.04 0.01 -0.05 -0.019
H 1.10906 0.68507 6.02265 -0.01 0.00 0.00 0.099
H 2.31058 1.35038 4.90621 -0.01 0.00 -0.01 0.098
H 0.92209 2.32494 5.38381 -0.01 -0.01 0.01 0.092
H -0.28280 -0.94422 4.96403 0.04 -0.01 -0.02 0.137
H -5.08894 2.58242 -1.41537 0.00 0.00 0.01 0.133
H -5.05361 4.75664 -0.36722 0.00 0.00 0.00 0.099
H -4.01040 4.87372 1.05553 0.00 0.00 -0.01 0.099
H -3.44747 5.48912 -0.49560 0.00 0.00 0.00 0.099
H -2.26530 -0.99145 -2.58734 -0.01 0.00 0.00 0.066
H -3.57864 -1.37446 -3.70557 0.00 0.01 0.00 0.097
H -2.71058 0.15348 -3.86794 0.01 0.00 0.01 0.093
H -3.87972 -1.42629 -0.66672 0.00 -0.01 0.00 0.064
H -5.41306 -0.54158 -0.55601 0.01 0.00 -0.01 0.097
H -5.18761 -1.76176 -1.81107 0.00 0.01 0.01 0.101
H -4.93774 1.48828 -3.68346 0.00 -0.01 0.01 0.100
H -5.65813 -0.11670 -3.71387 0.00 0.00 0.01 0.100
H -6.11021 0.99763 -2.44116 0.01 0.00 -0.01 0.088
H 2.00428 -1.32277 -3.58223 0.00 0.01 0.01 0.139
H 2.09056 0.63432 -5.01901 -0.01 0.00 0.00 0.099
H 0.83920 1.84038 -4.68534 0.00 -0.01 -0.01 0.094
H 2.47297 2.08205 -4.06498 -0.01 -0.01 0.02 0.092
H 0.12626 -3.06513 0.29265 0.01 0.00 -0.02 0.065
H 1.40874 -4.28233 0.22928 0.00 0.00 0.00 0.102
H 1.75728 -2.66374 0.84827 0.01 0.01 -0.01 0.062
H -0.33543 -3.33810 -2.25874 0.02 -0.01 0.02 0.089
H 1.05450 -3.44265 -3.35463 -0.02 0.03 0.00 0.088
H 0.82023 -4.66456 -2.11451 0.02 0.01 -0.01 0.099
H 3.67610 -2.56749 -0.81390 0.01 0.03 0.03 0.075
H 3.24497 -4.14609 -1.48402 0.00 0.02 0.02 0.102
H 3.38304 -2.75401 -2.54881 0.00 -0.03 0.01 0.086
H -3.51891 -1.93489 1.66900 0.03 0.07 -0.03 0.081
H -1.97838 -2.14116 0.83812 0.06 -0.06 0.00 0.056
H -2.73763 -3.51155 1.65173 -0.05 0.02 0.06 0.098
H -3.45446 -0.99572 3.96294 0.00 -0.02 -0.01 0.096
H -3.54063 -2.74490 4.17839 0.01 0.00 0.01 0.102
H -2.39493 -1.81026 5.12880 -0.01 0.01 -0.01 0.087
H -0.18217 -3.49414 2.61579 -0.01 0.00 0.02 0.076
H -0.34886 -3.09669 4.33213 -0.01 0.01 0.00 0.086
H -1.50387 -4.17788 3.56736 0.01 0.01 0.00 0.102
Br 3.63068 -0.16143 1.43260 -0.01 -0.09 0.01 0.833
C 5.13349 0.74951 0.69129 -0.01 0.09 -0.02 -0.564
C 6.37566 0.26368 1.06163 -0.02 -0.02 -0.01 -0.120
C 7.52356 0.83358 0.53107 0.02 -0.01 0.01 -0.048
C 7.43021 1.86929 -0.38455 0.03 0.00 -0.01 -0.045
C 6.18515 2.33887 -0.76197 0.01 -0.01 -0.01 -0.004
C 5.01852 1.79978 -0.22157 -0.02 0.00 0.02 -0.161
C 3.74269 2.43834 -0.68652 -0.16 -0.22 0.07 -0.555
O 3.60981 2.90117 -1.79031 -0.12 0.08 -0.02 0.069
O 2.81937 2.43198 0.27793 0.12 0.18 0.01 -0.326
H 6.44438 -0.55876 1.75956 0.00 0.00 0.00 0.103
H 8.49107 0.45601 0.83372 0.00 0.00 0.00 0.119
H 8.32369 2.30851 -0.80617 0.00 0.00 0.00 0.118
H 6.09135 3.14011 -1.48262 0.00 0.00 0.01 0.127


[3]
96
Properties=species:S:1:pos:R:3:forces:R:3:lowdin_spin:R:1 method="wB97M-V/def2-TZVPD" spin_multiplicity=6 homo_ev="-7.53 / -7.61" s2=8.755 homo_lumo_gap_ev="6.91 / 6.99" total_charge=0
Mn 4.93003 7.45198 18.90980 -1.98 0.62 0.52 4.685
C -1.93639 9.17501 14.26174 0.44 1.56 0.28 0.000
C -1.81594 10.06566 15.47497 0.70 -0.31 1.84 0.000
C -2.84943 10.68107 16.16824 -0.27 0.86 0.22 0.000
C -2.73733 11.21948 17.52176 0.60 -1.52 -0.66 0.000
N -1.67324 10.84497 18.23375 -0.30 1.30 -0.87 0.000
N -0.63504 10.44651 17.52279 -0.15 -0.08 -0.32 0.000
B 0.76713 9.90301 17.94032 -0.55 -0.73 0.06 0.001
N 0.29760 8.48099 18.67267 1.10 -0.10 0.06 0.002
N -0.76897 7.73865 18.20327 0.60 2.22 -0.58 0.001
C -1.13520 6.72065 18.87258 -0.46 -2.19 1.69 0.000
C -0.38472 6.25463 20.01930 0.23 -0.61 -0.71 0.001
C 0.81232 6.82092 20.29526 -0.44 -1.75 0.54 0.000
C 1.82052 6.29884 21.25448 -1.42 0.00 0.79 0.000
C 1.09448 8.01557 19.64468 -0.35 0.85 -0.28 0.001
S 3.63578 8.56760 20.74202 0.52 0.04 0.13 0.045
C -2.38831 5.87227 18.51278 0.18 -1.53 0.37 0.000
C -2.82083 6.10571 17.08452 0.48 0.39 -0.27 0.000
C -2.15105 4.30508 18.66465 0.32 1.09 -0.46 0.000
C -3.51603 6.13788 19.49861 1.35 3.45 1.33 0.000
N 1.65244 10.86232 18.72494 -0.20 -0.45 0.30 0.005
N 0.84510 11.35826 19.70431 -1.11 -0.44 -2.04 0.002
C 1.33269 12.01259 20.66210 2.19 -0.07 1.17 0.001
C 2.76638 12.05421 20.81869 -0.54 0.05 -0.75 0.004
C 3.60529 11.59801 19.85124 -0.12 0.84 1.26 0.000
C 5.07373 11.78242 19.99299 -0.29 -0.31 0.54 0.000
C 3.04688 10.90623 18.74087 -1.95 0.41 -0.58 0.004
S 3.88033 10.18349 17.53878 0.78 -0.25 -0.78 0.005
C 0.45997 12.45424 21.77700 -1.81 -1.03 1.57 0.000
C 0.78021 11.46347 22.96545 -1.79 1.73 1.18 0.000
C 0.69075 13.89239 22.22563 0.07 0.23 -0.87 0.000
C -1.07209 12.33045 21.39287 1.81 0.86 1.88 0.000
C -0.58868 10.09296 16.22822 -1.28 -0.10 0.04 0.000
S 1.03575 9.53393 16.05051 0.15 0.06 -0.17 0.000
C -3.75649 12.08748 18.29440 0.37 -0.54 -0.47 0.000
C -5.02527 12.40983 17.51165 -0.60 0.04 -0.47 0.000
C -3.10468 13.49364 18.43595 0.76 -0.64 -1.46 0.000
C -4.07451 11.34874 19.63431 -2.04 0.05 -1.09 0.000
H -2.89160 9.39769 13.86471 -1.16 -0.20 -0.64 0.000
H -1.87417 8.12460 14.54284 0.30 0.07 -0.12 0.000
H -1.22003 9.50647 13.49434 0.05 -0.61 0.31 0.000
H -3.84171 10.76994 15.71883 0.30 -0.15 -0.05 0.000
H -0.66148 5.30055 20.48906 0.08 0.79 -0.05 0.000
H 1.54805 5.31733 21.60540 -0.11 -0.40 0.03 0.000
H 1.84404 6.97581 22.10112 0.14 0.06 0.32 0.000
H 2.78856 6.31254 20.82995 0.72 -0.33 -0.35 0.000
H -1.99833 5.75149 16.40523 -0.81 0.68 0.35 0.000
H -3.02276 7.18283 17.03437 0.18 -0.13 -0.73 0.000
H -3.74339 5.57597 16.83239 0.13 -0.07 0.15 0.000
H -1.47349 4.00152 17.85464 -0.04 -0.29 0.52 0.000
H -3.09661 3.76639 18.58240 -0.09 0.27 -0.41 0.000
H -1.80032 4.02559 19.65239 0.41 -0.05 -0.07 0.000
H -3.96511 7.16174 19.40058 0.61 -0.49 -0.07 0.000
H -3.18443 6.09369 20.57268 -0.33 -0.36 -0.99 0.000
H -4.30543 5.51824 19.29067 -1.83 -1.90 -0.18 0.000
H 3.13085 12.38587 21.76629 0.49 0.49 0.25 0.000
H 5.34102 11.76403 21.04414 0.07 -0.20 0.20 0.000
H 5.37823 12.75152 19.64464 0.11 0.49 -0.54 0.000
H 5.58941 11.00688 19.46764 0.49 -0.33 -0.23 0.000
H 1.77535 11.58337 23.33544 0.88 -0.12 -0.06 0.000
H 0.55934 10.43600 22.76442 0.05 -0.63 -0.50 0.000
H 0.14910 11.72637 23.87928 0.48 -0.13 -1.18 0.000
H 1.65196 14.00906 22.71500 0.05 0.13 0.29 0.000
H -0.14198 14.23620 22.85535 0.47 -0.12 0.01 0.000
H 0.71527 14.52595 21.32346 -0.07 0.01 0.32 0.000
H -1.28888 11.31863 21.14803 -0.53 -0.67 -0.15 0.000
H -1.18650 12.96841 20.56065 -0.52 0.52 -1.21 0.000
H -1.66681 12.77025 22.23238 0.32 -0.77 -0.59 0.000
H -4.80884 12.68999 16.45996 -0.04 -0.40 0.46 0.000
H -5.54480 13.30825 17.89620 0.36 -0.49 0.23 0.000
H -5.74193 11.59767 17.56077 -0.17 -0.24 -0.31 0.000
H -3.51681 14.10807 17.60445 0.54 -0.13 0.68 0.000
H -2.00326 13.47034 18.33019 -0.56 0.07 0.32 0.000
H -3.39052 13.90013 19.36570 -0.22 0.74 1.08 0.000
H -4.92796 10.58604 19.52938 1.31 0.92 -0.25 0.000
H -4.49308 12.09559 20.29163 0.11 0.18 0.61 0.000
H -3.23000 10.85141 20.04929 0.61 -0.10 0.39 0.000
O 8.63402 7.30402 19.59317 -0.47 0.76 -0.62 0.014
Cl 7.71404 8.32884 19.09205 -0.01 -0.34 2.41 0.023
O 6.69593 7.62474 18.21049 1.10 -0.32 -1.22 0.065
O 6.84272 8.77886 20.24756 0.70 -0.23 -1.22 0.026
O 2.01562 8.79554 20.07567 0.63 0.60 -0.18 0.008
Br 1.35212 3.40764 19.04889 0.38 0.24 0.44 0.001
C 1.54220 4.14843 17.33442 -0.41 0.06 -1.21 0.002
C 0.85658 3.40784 16.33993 -0.22 -0.18 1.75 0.000
C 0.95856 3.71158 15.02036 0.30 0.78 -1.02 0.001
C 1.79470 4.77301 14.61463 -0.75 -1.40 -0.54 0.000
C 2.36340 5.52676 15.57610 0.01 1.13 -0.07 0.002
C 2.22453 5.29927 16.93901 -0.11 -0.97 -0.10 0.001
C 3.12426 6.17912 17.70588 0.20 0.46 -0.45 0.015
O 3.46219 7.29273 17.17301 0.08 -1.29 1.64 0.039
O 3.60728 5.71071 18.76752 0.54 0.62 0.39 0.044
H 0.22968 2.59115 16.71835 0.26 0.24 -0.48 0.000
H 0.35548 3.18688 14.29900 0.10 -0.33 -0.18 0.000
H 2.04209 4.95179 13.57467 -0.38 0.06 0.01 0.000
H 2.91157 6.41699 15.32172 0.28 -0.03 -0.17 0.000


Max |F| (hartree/bohr)
0.0243, 0.0068, 0.0766